C27H20N7O4PdS2 | ωB97M-V/def2-TZVPD

total charge	-1
molecular weight	677.1	g/mol
HOMO energy	-3.380	eV

Atoms and positions in Å:
Pd1 1.3500 0.6384 0.5454
O1 5.0861 -1.0437 -0.1104
C1 4.0328 -0.8002 0.4711
N1 3.6360 0.4165 0.9833
C2 3.8571 0.7301 2.2825
C3 5.0655 0.4284 2.9331
C4 5.2829 0.8541 4.2253
C5 4.2981 1.5537 4.9162
C6 3.0856 1.8358 4.3145
C7 2.8361 1.4170 3.0092
N2 1.6579 1.5708 2.3254
C8 0.6827 2.4506 2.6013
O2 0.4441 3.0145 3.6681
C9 -0.0698 2.7974 1.3394
C10 -1.2892 3.4585 1.3753
C11 -1.8104 3.9796 0.2040
C12 -1.0866 3.8218 -0.9706
C13 0.0868 3.0913 -0.9437
N3 0.6018 2.5991 0.1817
C14 2.9715 -1.8202 0.6592
C15 3.1862 -3.1492 0.3038
C16 2.2002 -4.0844 0.5321
C17 0.9811 -3.6370 1.0694
C18 0.8257 -2.3040 1.3761
N4 1.7929 -1.3918 1.2118
H1 5.8427 -0.0837 2.3808
H2 6.2321 0.6418 4.7002
H3 4.4757 1.8717 5.9340
H4 2.3085 2.3622 4.8447
H5 -1.8108 3.5526 2.3153
H6 -2.7579 4.4969 0.2102
H7 -1.4464 4.2260 -1.9005
H8 0.6476 2.9051 -1.8552
H9 4.1441 -3.4112 -0.1223
H10 2.3538 -5.1310 0.3116
H11 0.1754 -4.3341 1.2472
H12 -0.1066 -1.9355 1.7964
N5 -6.5859 -2.8956 -3.3929
C19 -5.5906 -2.0459 -2.9323
C20 -5.3099 -1.9570 -1.5663
C21 -4.3688 -1.0575 -1.1028
C22 -3.7006 -0.2439 -1.9966
C23 -3.9838 -0.3019 -3.3482
C24 -4.9154 -1.2055 -3.8210
S1 -2.6240 1.0613 -1.3870
O3 -3.3375 1.6601 -0.2901
O4 -2.3643 1.9089 -2.5309
N6 -1.2452 0.4465 -0.7920
C25 -0.3745 -0.0731 -1.6123
S2 -0.7471 -0.6736 -3.2381
C26 0.9166 -1.1732 -3.3961
C27 1.6118 -0.8649 -2.2826
N7 0.8949 -0.2541 -1.3009
H13 -6.8070 -3.6710 -2.7870
H14 -6.5154 -3.1408 -4.3689
H15 -5.8556 -2.5818 -0.8721
H16 -4.1554 -0.9580 -0.0502
H17 -3.4709 0.3797 -4.0096
H18 -5.1463 -1.2484 -4.8780
H19 1.2519 -1.6391 -4.2999
H20 2.6596 -1.0589 -2.1098